{"formula": "C4H12NO", "method": "ωB97M-V with the def2-TZVPD basis set", "species": ["O", "C", "C", "N", "C", "C", "H", "H", "H", "H", "H", "H", "H", "H", "H", "H", "H", "H"], "xyz": [[-0.22027, 1.67317, 2.51826], [-0.46551, 1.06768, 1.18944], [0.72760, 0.53182, 0.47274], [-0.46936, -1.43928, -1.63638], [-1.26692, -2.53671, -1.22324], [1.57070, 1.66426, -0.10169], [0.68157, 1.48504, 2.83311], [-0.92419, 1.89093, 0.65866], [-1.21952, 0.34645, 1.49289], [1.26289, -0.14172, 1.14785], [-0.86533, -0.73002, -2.23601], [0.40400, -1.14863, -1.22787], [-2.23692, -2.19067, -0.82865], [-0.84413, -3.11550, -0.39169], [-1.56270, -3.23661, -2.02751], [1.46463, 1.70939, -1.19956], [1.33744, 2.60184, 0.41379], [2.62603, 1.56857, 0.14586]], "energy_ha": -289.16305, "total_charge": 1, "e_homo_ev": -13.60, "lumo_ev": -8.06, "de_lowest_kcal_mol": 132.91, "gap_ev": 5.5}


{"formula": "C15H20N4O4", "method": "ωB97M-V with the def2-TZVPD basis set", "species": ["C", "C", "O", "C", "C", "C", "C", "O", "N", "N", "C", "N", "N", "C", "C", "C", "O", "C", "C", "C", "O", "C", "C", "H", "H", "H", "H", "H", "H", "H", "H", "H", "H", "H", "H", "H", "H", "H", "H", "H", "H", "H", "H"], "xyz": [[-1.09732, 1.35288, 4.66586], [-1.07456, 0.72968, 3.27869], [0.11202, 1.15905, 2.64059], [0.42676, 0.67434, 1.40435], [-0.41976, -0.14062, 0.66831], [-0.03966, -0.57741, -0.59891], [-0.88345, -1.47557, -1.42220], [-0.45927, -2.28914, -2.20699], [-2.23653, -1.31429, -1.19373], [-3.19706, -1.97427, -1.92972], [-4.39483, -1.47621, -2.35179], [-5.04876, -2.39082, -2.99918], [-4.29404, -3.49722, -3.03009], [-3.18898, -3.25725, -2.39193], [1.17421, -0.17512, -1.12536], [2.03780, 0.65406, -0.41145], [3.19445, 0.93245, -1.06188], [3.97453, 2.08604, -0.78330], [3.21420, 3.38202, -1.03410], [1.68352, 1.05813, 0.88719], [2.55965, 1.84120, 1.58625], [2.73751, 1.63449, 2.98155], [4.16047, 2.04883, 3.32890], [-0.23467, 1.02178, 5.23755], [-2.00399, 1.05908, 5.18656], [-1.06690, 2.43603, 4.58632], [-1.95259, 1.05793, 2.70475], [-1.08920, -0.36607, 3.35519], [-1.35338, -0.46682, 1.09651], [-2.57205, -0.49396, -0.70935], [-4.73254, -0.48007, -2.15231], [-2.37402, -3.93460, -2.25608], [1.47657, -0.51179, -2.10348], [4.36389, 2.06526, 0.23705], [4.80881, 1.99602, -1.48514], [3.89388, 4.22467, -0.94419], [2.78592, 3.37736, -2.03390], [2.41516, 3.49818, -0.30707], [2.01872, 2.24190, 3.54220], [2.57719, 0.57981, 3.22977], [4.32653, 3.08199, 3.03560], [4.87755, 1.41851, 2.80865], [4.31830, 1.95368, 4.39943]], "energy_ha": -1103.49410, "e_homo_ev": -8.72, "smiles": "CCOc1cc(C(=O)Nn2cnnc2)cc(OCC)c1OCC", "lumo_ev": 0.27, "de_lowest_kcal_mol": 89.47, "gap_ev": 9.0}


{"formula": "C2H5O2", "method": "ωB97M-V with the def2-TZVPD basis set", "species": ["O", "H", "C", "C", "O", "H", "H", "H", "H"], "xyz": [[-1.14704, 2.45665, 0.65213], [-1.89627, 2.28488, 0.09988], [-0.06674, -0.25910, 0.47734], [0.75888, -0.46516, -0.62337], [1.32469, -1.81119, -0.83953], [-0.32734, 0.84218, 0.61413], [-0.61661, -1.05872, 1.03145], [1.43039, 0.29681, -0.87546], [0.54004, -2.28635, -0.53657]], "energy_ha": -229.60594, "total_charge": -1, "e_homo_ev": -2.53, "lumo_ev": 3.93, "de_lowest_kcal_mol": 74.78, "gap_ev": 6.5}


{"formula": "C33H46BF9I2N2O9S", "method": "ωB97M-V with the def2-TZVPD basis set", "species": ["C", "C", "N", "C", "C", "C", "C", "C", "O", "C", "O", "C", "C", "O", "C", "C", "F", "F", "C", "F", "F", "F", "C", "C", "I", "C", "C", "I", "N", "C", "C", "C", "F", "C", "C", "C", "C", "C", "F", "C", "F", "F", "C", "C", "C", "O", "B", "O", "O", "C", "S", "H", "H", "H", "H", "H", "H", "H", "H", "H", "H", "H", "H", "H", "H", "H", "H", "H", "H", "H", "H", "H", "H", "H", "H", "H", "H", "H", "H", "H", "H", "H", "H", "H", "H", "C", "O", "H", "H", "H", "H", "C", "O", "H", "H", "H", "H", "C", "O", "H", "H", "H", "H"], "xyz": [[-1.72478, 3.05412, 2.94151], [-0.30066, 3.52694, 3.18543], [0.63012, 3.47828, 2.02550], [0.23560, 2.71719, 0.89943], [0.23979, 1.33761, 1.07378], [-0.15864, 0.47648, 0.06056], [-0.59881, 0.99523, -1.16214], [-1.05031, -0.02508, -2.17520], [0.04293, -0.53867, -2.92938], [-0.41550, -1.55639, -3.76742], [0.67517, -2.32999, -4.14377], [0.36311, -3.68767, -4.36133], [1.66199, -4.49450, -4.27733], [1.46104, -5.61903, -3.40965], [-0.58671, 2.38845, -1.36490], [-1.10637, 2.86239, -2.72821], [-1.26309, 4.19045, -2.88558], [-2.36789, 2.35700, -2.87945], [-0.22645, 2.39189, -3.96579], [0.02377, 3.45104, -4.75729], [-0.86973, 1.50071, -4.72191], [0.95573, 1.92945, -3.57548], [-0.14202, 3.25875, -0.34942], [-0.03627, 4.75820, -0.57270], [-1.26529, 5.94065, 0.78737], [1.48357, 5.17136, -0.55017], [1.82640, 6.48810, 0.12698], [2.12096, 5.28100, -2.59461], [-0.07378, -0.93645, 0.29555], [1.32713, -1.45259, 0.24164], [1.69779, -2.33662, -0.95100], [2.55027, -3.51316, -0.48689], [2.55175, -1.58840, -1.76280], [-0.74110, -1.32782, 1.50177], [-1.67097, -2.36734, 1.50057], [-2.05845, -3.12886, 0.26595], [-1.11948, -4.34379, 0.05823], [-1.64143, -5.60077, 0.70181], [-2.89081, -5.56562, 1.25085], [-0.94995, -6.74743, 0.85899], [-0.70527, -7.34032, 2.01935], [-0.43264, -7.44812, -0.13754], [-2.24675, -2.71798, 2.72158], [-1.91963, -2.07138, 3.89746], [-1.00363, -1.03137, 3.89847], [-0.67365, -0.33148, 5.02579], [-0.50866, -1.05071, 6.21556], [0.66926, -1.71147, 6.44565], [-1.51095, -1.02487, 7.16153], [-0.41949, -0.67762, 2.68937], [0.76297, 0.63538, 2.60609], [-1.76517, 1.96405, 2.96361], [-2.36617, 3.41297, 3.74497], [-2.14740, 3.36666, 1.99072], [-0.27813, 4.54633, 3.56737], [0.10796, 2.90221, 3.97964], [0.96922, 4.39754, 1.79080], [-1.48170, -0.87217, -1.64350], [-1.80971, 0.33298, -2.86666], [-0.92738, -1.10634, -4.63270], [-1.15949, -2.19374, -3.25606], [-0.30123, -4.09601, -3.59162], [-0.13377, -3.84216, -5.32495], [2.39216, -3.83632, -3.80791], [1.98359, -4.83357, -5.25913], [2.09955, -5.55822, -2.69695], [-0.41162, 5.10619, -1.51074], [2.05808, 4.39693, -0.06099], [1.74638, 6.42108, 1.21132], [2.87923, 6.68912, -0.07584], [1.27277, 7.33221, -0.27500], [2.02526, -0.61640, 0.25568], [1.48667, -2.02612, 1.15507], [0.82004, -2.65965, -1.50586], [3.14043, -3.85652, -1.33652], [3.27524, -3.14781, 0.24086], [1.96077, -4.31765, -0.05393], [-3.08819, -3.46878, 0.33236], [-1.98796, -2.51814, -0.62879], [-0.92960, -4.51398, -1.00676], [-0.16872, -4.11122, 0.53220], [-2.95924, -3.52596, 2.71264], [-2.42067, -2.40159, 4.79711], [0.99445, -1.47355, 7.32121], [-2.33166, -1.40720, 6.83985], [-5.92613, -2.88073, 3.76844], [-4.68459, -3.35623, 4.28420], [-5.75966, -1.87415, 3.39310], [-6.27607, -3.51312, 2.94902], [-6.68863, -2.84792, 4.54987], [-4.82747, -4.24693, 4.61736], [4.60486, 3.51212, 2.27839], [3.60165, 3.70935, 1.28943], [5.55943, 3.79342, 1.84069], [4.41923, 4.13778, 3.15573], [4.65055, 2.46403, 2.58483], [2.75217, 3.46015, 1.67549], [2.56178, 4.45323, -6.73097], [3.57484, 5.45496, -6.68933], [1.60508, 4.95610, -6.84531], [2.71626, 3.78012, -7.57847], [2.55124, 3.87466, -5.80376], [4.42131, 5.01284, -6.58704]], "energy_ha": -3988.91159, "e_homo_ev": -8.35, "smiles": "CCNc1c2c(c(COCOCCO)c(C(F)(F)C(F)(F)F)c1[C@@H](I)[C@H](C)I)N(C[C@H](C)F)c1c(CCC(F)=C(F)F)ccc(OB(O)O)c1S2.CO.CO.CO", "lumo_ev": 0.06, "gap_ev": 8.4}


For the records above, the corresponding max |F| values read 0.0944; 0.0217; 0.1067; 0.0306 hartree/bohr.